23
Properties=species:S:1:pos:R:3 method="wB97M-V/def2-TZVPD" homo_energy_ev=-9.1 de_lowest_kj_mol=7.5 fmax_ev_per_a=0.721 multiplicity=1 lumo_ha=0.0381 total_energy_ha=-351.32732 smiles=Cc1ccccc1.CC
C -1.829 -0.561 2.202
C -2.487 -1.646 1.344
H -1.132 -1.000 2.910
H -1.251 0.103 1.558
H -2.596 0.021 2.707
H -1.749 -2.264 0.826
H -3.116 -2.312 1.933
H -3.079 -1.206 0.538
C -0.693 1.362 -1.912
C 0.588 -0.433 -0.702
C 0.555 0.847 -1.245
C 1.727 -0.932 -0.084
C 2.858 -0.137 0.002
C 1.707 1.637 -1.155
C 2.847 1.150 -0.534
H -0.311 -1.026 -0.825
H 1.746 -1.925 0.334
H -1.271 0.521 -2.296
H -0.444 1.980 -2.776
H 3.743 -0.518 0.479
H 1.717 2.636 -1.574
H 3.757 1.735 -0.501
H -1.288 1.968 -1.229